Entry from the Open Molecules 2025 dataset: 2 unconnected molecules or ions with the total composition C2H4OS2 (ωB97M-V/def2-TZVPD).

Atoms and positions in Å:
C1 2.566 -0.275 0.238
C2 -1.824 -0.091 -0.003
O1 3.185 -1.050 -0.430
S1 0.666 1.224 -1.043
S2 -0.639 1.328 0.386
H1 2.377 -0.292 1.319
H2 -2.619 0.184 0.659
H3 -1.531 -1.172 -0.124
H4 -2.180 0.143 -1.003

As for the spin multiplicity: 1. The calculation puts the HOMO energy (spin up / spin down) at -8.3 / -8.3 eV.

---

Entry from the Open Molecules 2025 dataset: a single C2H4OS2 molecule (ωB97M-V/def2-TZVPD).

Atoms and positions in Å:
C1 0.489 -0.161 0.157
C2 -0.227 0.287 -1.080
O1 1.787 -0.480 0.276
S1 -2.363 0.118 1.959
S2 -0.361 -0.263 1.689
H1 0.373 0.273 -1.956
H2 -0.494 1.259 -0.924
H3 -1.109 -0.234 -1.224
H4 1.907 -0.799 1.104

As for the spin multiplicity: 1. The calculation puts the HOMO energy (spin up / spin down) at -8.0 / -8.0 eV.

---

Entry from the Open Molecules 2025 dataset: 2 unconnected molecules or ions with the total composition C2H4OS3 (ωB97M-V/def2-TZVPD).

Atoms and positions in Å:
C1 -0.236 -0.588 0.064
C2 0.062 0.788 -0.485
O1 1.816 -1.364 -0.600
S1 -1.345 -1.961 -0.008
S2 -0.535 -0.991 1.714
S3 -1.417 1.869 -0.408
H1 0.293 0.751 -1.488
H2 1.082 1.172 -0.028
H3 2.118 -1.689 0.294
H4 -1.839 2.014 0.944

As for the spin multiplicity: 1. The calculation puts the HOMO energy (spin up / spin down) at -9.4 / -9.2 eV.

---

Computed energy relative to the best compared isomer or geometry (same formula, charge and spin) (kcal/mol) in order:
57.2; 33.3; 102.6
Computed largest force on an atom (eV/A) in order:
3.44; 5.96; 3.32